Record 1
44
Properties=species:S:1:pos:R:3 method="wB97M-V/def2-TZVPD" total_charge=0 multiplicity=1 e_lumo_ev=-1.0051 energy_ev=-48130.80219
Pd -0.066 -0.140 0.188
N -0.179 2.007 0.442
C -0.798 2.151 1.761
C 0.015 1.380 2.758
O 0.348 1.774 3.835
N 0.356 0.024 2.275
C 1.175 -0.595 3.023
C 3.898 -0.249 0.790
O 4.672 -0.436 1.633
O 3.090 -0.068 -0.021
H 0.683 2.530 0.348
H -0.826 2.276 -0.292
H -1.769 1.648 1.688
H -0.934 3.175 2.103
H 1.494 -1.588 2.736
H 1.556 -0.123 3.926
C -7.699 0.079 -2.705
O -6.777 0.229 -1.641
C -5.452 0.205 -1.929
C -4.958 0.042 -3.250
C -3.609 0.013 -3.437
C -2.663 0.157 -2.388
C -1.271 0.048 -2.671
C -0.746 -0.267 -4.055
O -0.325 0.186 -1.845
C -3.177 0.357 -1.038
O -2.435 0.530 -0.028
C -4.593 0.346 -0.876
H -8.686 0.131 -2.254
H -7.582 -0.887 -3.202
H -7.597 0.881 -3.440
H -5.621 -0.069 -4.094
H -3.262 -0.127 -4.449
H -1.465 -0.239 -4.864
H -0.310 -1.267 -4.005
H 0.066 0.426 -4.269
H -4.984 0.462 0.126
F 0.578 -2.665 1.157
C 0.067 -2.089 0.006
F 0.947 -2.426 -0.984
C -1.224 -2.873 -0.278
F -1.749 -2.513 -1.453
F -0.991 -4.193 -0.327
F -2.127 -2.652 0.681

=====

Record 2
93
Properties=species:S:1:pos:R:3 method="wB97M-V/def2-TZVPD" s_squared=0.757 total_charge=-1 multiplicity=2 e_lumo_ev="2.4620 / 2.4631" energy_ev=-168986.07610
Ru -0.739 0.582 0.324
O -0.186 -3.405 0.404
C -0.943 -2.543 -0.026
O -1.237 -1.439 0.565
C -1.692 -2.819 -1.338
P -2.006 -1.343 -2.405
C -3.426 -0.489 -1.640
C -3.612 0.844 -2.003
C -4.651 1.590 -1.463
C -5.509 1.009 -0.544
C -5.332 -0.319 -0.175
C -4.300 -1.064 -0.721
C -2.826 -2.234 -3.798
C -4.185 -2.172 -4.094
C -4.706 -2.854 -5.188
C -3.880 -3.615 -6.000
C -2.521 -3.684 -5.719
C -2.003 -2.991 -4.637
H -2.617 -3.351 -1.098
H -1.092 -3.512 -1.930
H -2.910 1.312 -2.683
H -4.764 2.633 -1.735
H -6.300 1.596 -0.094
H -5.988 -0.768 0.561
H -4.158 -2.088 -0.402
H -4.843 -1.585 -3.467
H -5.766 -2.791 -5.402
H -4.289 -4.148 -6.849
H -1.864 -4.270 -6.349
H -0.936 -3.035 -4.438
O -4.194 6.418 1.150
C -3.594 5.386 0.990
S -2.303 5.168 -0.204
C -1.975 3.487 0.158
C -2.705 2.914 1.127
S -2.508 1.239 1.545
S -3.903 3.911 1.924
S -0.805 2.568 -0.751
C 1.934 3.257 1.713
C 1.853 2.287 2.901
C 2.999 2.595 3.874
C 0.521 2.602 3.599
P 1.850 0.523 2.232
N 0.991 0.373 0.910
C 1.239 -0.648 3.585
C 1.523 -2.103 3.176
C -0.294 -0.571 3.683
C 1.831 -0.389 4.975
C 3.600 0.055 1.733
C 4.520 -0.291 2.910
C 4.264 1.173 0.914
C 3.520 -1.140 0.765
H 1.883 4.276 2.111
H 1.096 3.111 1.034
H 2.849 3.169 1.136
H 2.858 3.614 4.247
H 3.973 2.561 3.390
H 3.020 1.931 4.737
H 0.493 3.678 3.791
H 0.411 2.095 4.557
H -0.334 2.356 2.967
H 1.084 -2.342 2.205
H 1.034 -2.749 3.911
H 2.581 -2.356 3.176
H -0.756 -0.918 2.761
H -0.682 0.414 3.919
H -0.598 -1.253 4.484
H 2.920 -0.410 4.992
H 1.478 -1.182 5.642
H 1.497 0.558 5.398
H 4.598 0.515 3.640
H 5.522 -0.466 2.508
H 4.216 -1.197 3.429
H 4.516 2.050 1.509
H 3.655 1.458 0.057
H 5.196 0.769 0.510
H 2.929 -1.976 1.126
H 4.543 -1.487 0.584
H 3.111 -0.804 -0.184
C 0.917 0.893 -3.644
As 2.401 -0.196 -3.090
C 3.071 -0.943 -4.747
C 1.674 -1.709 -2.148
O 3.588 0.592 -2.274
H 0.278 0.320 -4.315
H 1.308 1.777 -4.146
H 0.336 1.191 -2.774
H 2.289 -1.496 -5.267
H 3.902 -1.607 -4.515
H 3.430 -0.130 -5.376
H 0.926 -2.199 -2.769
H 1.220 -1.366 -1.218
H 2.483 -2.401 -1.917

=====

Record 3
20
Properties=species:S:1:pos:R:3 method="wB97M-V/def2-TZVPD" total_charge=0 multiplicity=1 e_lumo_ev="0.8544 / 0.8544" energy_ev=-9393.00354
C 1.634 -0.009 -0.483
C -0.462 1.500 1.451
C 0.525 -1.440 1.247
C -0.446 1.096 0.002
C 0.460 -0.625 -0.024
N -0.813 -0.650 -2.130
C -0.787 -0.758 -0.746
N -0.773 1.935 -0.878
H -0.810 1.566 -1.829
H 0.079 -0.497 -2.591
H -1.364 -1.344 -2.615
H 1.694 0.522 -1.418
H 2.514 -0.009 0.141
H -1.661 -1.159 -0.246
H -0.803 2.530 1.513
H 0.539 1.450 1.875
H -1.133 0.868 2.033
H -0.413 -1.433 1.805
H 1.296 -1.065 1.918
H 0.725 -2.478 0.977

=====

Record 4
30
Properties=species:S:1:pos:R:3 method="wB97M-V/def2-TZVPD" s_squared=8.791 total_charge=+3 multiplicity=6 e_lumo_ev="-11.6051 / -15.9141" energy_ev=-30183.95030
Ir 7.217 6.722 5.717
N 7.832 5.228 7.059
C 6.693 4.726 7.952
C 5.438 4.806 7.066
N 5.381 6.111 6.342
H 8.236 4.464 6.551
H 8.635 5.522 7.651
H 6.651 5.464 8.730
H 6.842 3.722 8.315
H 4.552 4.623 7.711
H 5.446 3.965 6.302
H 5.168 6.857 7.035
H 4.594 6.127 5.712
O 4.535 9.095 6.330
S 5.282 8.740 5.094
N 6.780 8.432 4.952
C 13.146 6.204 5.898
C 11.731 6.421 5.641
C 11.130 7.563 6.166
C 9.832 7.791 5.901
N 9.047 6.941 5.120
C 9.657 5.831 4.544
C 11.011 5.556 4.766
H 13.737 7.036 5.549
H 13.489 5.253 5.437
H 13.462 6.163 6.953
H 11.675 8.233 6.802
H 9.351 8.656 6.311
H 8.986 5.204 3.966
H 11.522 4.719 4.256

=====

Record 5
23
Properties=species:S:1:pos:R:3 method="wB97M-V/def2-TZVPD" s_squared=1.734 total_charge=+1 multiplicity=2 e_lumo_ev="-9.2455 / -9.5759" energy_ev=-13560.37448
Tl -0.695 -0.999 0.105
B -0.417 1.387 -1.796
H -0.257 0.353 -2.057
H -1.484 1.539 -1.747
H -0.044 1.537 -0.795
H 0.021 2.104 -2.473
B -2.427 -2.323 -1.921
H -3.059 -2.601 -2.750
H -1.374 -2.317 -2.159
H -2.685 -1.315 -1.635
H -2.623 -2.952 -1.066
B -0.044 -1.891 2.904
H 0.489 -2.212 3.786
H 0.189 -2.603 2.128
H -1.097 -1.998 3.116
H 0.184 -0.865 2.657
C 2.426 2.328 -0.015
N 1.821 1.886 1.267
O 1.641 2.699 2.157
O 1.431 0.715 1.232
H 2.978 1.614 -0.626
H 3.234 2.968 0.341
H 1.792 2.944 -0.652